# 1
C11H27BrClN4O8P2 | the ωB97M-V functional and the def2-TZVPD basis

Properties
- M: 520.662 g/mol
- Net charge: +1
- E: -4972.803257 hartree
- HOMO energy: -11.5 eV

Each line ends with the natural charge from an NBO analysis.
CARTESIAN COORDINATES (ANGSTROEM)
Cl 0.67 1.45 1.86  -0.043
C -0.19 0.39 0.68  -0.375
C -0.61 1.19 -0.58  -0.432
C 0.34 0.95 -1.82  -0.223
N -0.54 0.79 -3.00  -0.539
C -0.51 -0.23 -3.83  0.580
N -1.37 -0.38 -4.89  -0.440
C -0.96 -1.53 -5.43  0.271
N 0.07 -2.07 -4.78  -0.273
Br 1.06 -3.59 -5.07  0.384
N 0.36 -1.25 -3.74  -0.401
H 0.39 -0.52 0.47  0.209
H -1.12 0.07 1.18  0.232
H -1.61 0.83 -0.87  0.216
H -0.68 2.28 -0.42  0.259
H 1.02 1.81 -1.96  0.239
H 0.92 0.03 -1.61  0.187
H -1.25 1.50 -3.13  0.443
H -1.34 -2.07 -6.30  0.253
H 1.10 -1.46 -3.08  0.455
C -0.43 -8.49 0.67  -0.233
O 0.25 -7.88 -0.43  -0.804
P 0.62 -6.25 -0.28  2.392
O 0.98 -6.22 1.17  -1.008
O -0.94 -5.82 -0.55  -0.807
C -1.57 -6.28 -1.76  -0.254
O 1.15 -4.67 -0.60  -0.687
C 0.80 -4.05 -1.83  -0.267
H -0.87 -9.42 0.30  0.194
H 0.28 -8.73 1.46  0.207
H -1.22 -7.85 1.05  0.189
H -2.24 -7.11 -1.52  0.205
H -0.83 -6.62 -2.49  0.167
H -2.14 -5.46 -2.19  0.182
H -0.20 -3.60 -1.74  0.186
H 0.82 -4.75 -2.65  0.178
H 1.52 -3.25 -2.03  0.160
C 0.40 3.77 4.09  -0.235
O -0.16 5.04 4.41  -0.803
P -0.39 6.10 3.12  2.411
O -0.82 5.11 2.08  -1.061
O 1.22 6.43 3.04  -0.813
C 1.86 6.91 4.23  -0.254
O -0.76 7.46 2.21  -0.680
C -0.30 8.75 2.64  -0.272
H 0.78 3.34 5.01  0.191
H -0.37 3.12 3.69  0.200
H 1.23 3.87 3.38  0.184
H 2.45 6.10 4.68  0.192
H 1.14 7.28 4.97  0.173
H 2.53 7.73 3.96  0.192
H 0.73 8.90 2.30  0.192
H -0.34 8.84 3.73  0.178
H -0.93 9.51 2.20  0.204

# 2
C11H27CeClIO4P2 | the ωB97M-V functional and the def2-TZVPD basis

Properties
- M: 587.754 g/mol
- Net charge: +3
- E: -2650.918404 hartree
- HOMO energy (alpha / beta): -19.7 / -19.7 eV

Each line ends with the natural charge from an NBO analysis.
CARTESIAN COORDINATES (ANGSTROEM)
C 1.11 -1.36 -0.44  -0.721
I 1.09 2.14 0.14  0.349
H 0.00 -1.38 -0.64  0.180
H 1.33 -1.86 0.52  0.316
H 1.53 -1.97 -1.27  0.339
Ce -1.46 0.29 0.58  1.482
P -0.37 0.56 -2.35  0.954
C 1.16 0.96 -3.26  -0.929
C -0.88 -0.88 -3.38  -0.936
H -2.47 1.67 -2.86  0.270
H -1.33 1.61 -4.26  0.284
H -1.08 2.80 -2.93  0.267
C -1.43 1.80 -3.18  -0.926
H -1.84 -1.27 -3.00  0.265
H -1.01 -0.51 -4.41  0.292
H 0.88 1.10 -4.32  0.300
H 1.91 0.15 -3.18  0.261
H -0.12 -1.67 -3.36  0.258
H 1.60 1.88 -2.87  0.262
C 1.82 -0.01 -0.42  0.534
O 3.02 0.02 -0.44  -0.366
Cl -3.79 0.03 -0.56  -0.275
C -0.46 -4.03 4.56  -0.647
C -1.17 -2.69 4.59  -0.064
O -0.28 -1.58 4.34  -0.777
P 0.09 -0.99 2.85  1.699
O 1.67 -0.65 3.04  -0.817
C 2.39 -0.06 4.19  -0.056
C 2.13 -0.64 5.55  -0.651
O -0.70 0.60 2.89  -0.902
C -0.52 1.71 3.84  -0.064
C -1.71 2.61 3.69  -0.648
H 0.00 -4.24 3.58  0.206
H -1.19 -4.82 4.78  0.265
H 0.31 -4.08 5.34  0.245
H -1.99 -2.67 3.85  0.175
H -1.57 -2.47 5.58  0.236
H 3.43 -0.20 3.91  0.232
H 2.18 1.02 4.17  0.183
H 1.15 -0.35 5.96  0.216
H 2.26 -1.73 5.57  0.242
H 2.90 -0.21 6.22  0.269
H 0.40 2.24 3.57  0.210
H -0.41 1.25 4.83  0.239
H -2.66 2.05 3.77  0.240
H -1.71 3.37 4.49  0.293
H -1.70 3.16 2.74  0.212

# 3
C11H27F6KO18P3S2 | the ωB97M-V functional and the def2-TZVPD basis

Properties
- M: 757.461 g/mol
- Net charge: -1
- Energy relative to the best compared isomer or geometry (same formula, charge and spin): 155.3 kJ/mol
- E: -4809.497871 hartree
- HOMO energy: -6.0 eV

Each line ends with the natural charge from an NBO analysis.
CARTESIAN COORDINATES (ANGSTROEM)
K -1.47 -0.59 1.11  0.998
C -3.87 -0.94 -7.31  0.729
F -2.77 -1.41 -7.93  -0.339
F -4.65 -0.41 -8.27  -0.332
F -4.51 -1.94 -6.78  -0.322
S -3.42 0.39 -5.94  2.272
O -2.81 -0.30 -4.80  -1.013
O -2.39 1.22 -6.55  -1.010
O -4.64 1.16 -5.61  -0.985
C -3.56 -0.95 8.55  0.709
F -3.18 -1.49 9.76  -0.354
F -4.45 -0.02 8.91  -0.333
F -2.52 -0.41 7.99  -0.325
S -4.33 -2.18 7.22  2.307
O -3.53 -3.39 7.32  -0.995
O -5.72 -2.41 7.69  -1.002
O -4.28 -1.45 5.99  -1.006
C -5.07 8.22 1.93  -0.275
O -4.70 6.84 2.11  -0.807
P -3.10 6.50 2.35  2.564
O -2.86 5.11 2.68  -1.087
O -2.63 7.59 3.45  -0.816
C -2.89 7.30 4.86  -0.252
O -2.46 7.04 0.96  -0.819
C -2.77 6.50 -0.30  -0.247
H -5.71 8.56 2.75  0.184
H -5.77 8.33 1.10  0.191
H -4.33 9.01 1.82  0.198
H -3.34 8.21 5.24  0.191
H -2.02 6.96 5.43  0.199
H -3.62 6.51 4.98  0.200
H -1.95 6.37 -1.00  0.195
H -3.40 7.18 -0.87  0.184
H -3.18 5.52 -0.09  0.195
C 1.43 -9.99 0.41  -0.275
O 0.75 -8.75 0.41  -0.767
P 1.14 -7.62 -0.72  2.543
O 0.85 -6.23 -0.32  -1.091
O 0.25 -8.12 -2.02  -0.826
C 0.15 -7.27 -3.22  -0.251
O 2.68 -7.89 -1.17  -0.819
C 3.37 -6.88 -1.90  -0.257
H 0.80 -10.87 0.33  0.190
H 1.69 -10.09 1.46  0.188
H 2.36 -10.15 -0.14  0.204
H -0.91 -7.00 -3.26  0.206
H 0.23 -7.89 -4.11  0.189
H 0.90 -6.48 -3.24  0.190
H 4.17 -6.48 -1.28  0.193
H 2.75 -6.00 -2.11  0.194
H 3.75 -7.16 -2.88  0.190
C 5.34 3.81 -1.39  -0.253
O 6.07 2.69 -1.05  -0.807
P 5.52 1.12 -1.29  2.535
O 4.22 0.89 -0.57  -1.084
O 5.68 0.93 -2.86  -0.799
C 4.88 1.63 -3.82  -0.255
O 6.78 0.23 -0.75  -0.788
C 6.87 -0.18 0.58  -0.244
H 4.28 3.66 -1.60  0.186
H 5.81 4.38 -2.19  0.175
H 5.48 4.52 -0.57  0.188
H 4.05 2.16 -3.36  0.190
H 4.54 0.95 -4.60  0.205
H 5.42 2.38 -4.41  0.189
H 7.89 -0.37 0.91  0.193
H 6.32 -1.11 0.75  0.183
H 6.41 0.55 1.24  0.187